{"formula": "C44H31BBr2N6O9RuS2", "method": "ωB97M-V/def2-TZVPD", "elements": ["Ru", "Br", "C", "C", "C", "C", "O", "C", "C", "N", "C", "C", "C", "C", "C", "C", "C", "C", "N", "C", "C", "H", "H", "H", "H", "H", "H", "H", "H", "H", "H", "O", "B", "O", "C", "C", "C", "C", "C", "C", "H", "H", "H", "H", "O", "C", "O", "C", "C", "C", "C", "O", "C", "O", "C", "C", "H", "H", "H", "H", "H", "Br", "C", "C", "C", "C", "C", "N", "H", "H", "H", "H", "N", "C", "C", "C", "C", "C", "C", "S", "O", "O", "N", "C", "S", "C", "C", "N", "H", "H", "H", "H", "H", "H", "H", "H"], "xyz": [[-1.534, 0.155, 0.193], [-6.201, 1.012, 6.039], [-4.670, 1.117, 4.922], [-3.424, 0.911, 5.486], [-2.312, 1.052, 4.670], [-2.425, 1.388, 3.334], [-1.298, 1.650, 2.571], [-3.703, 1.580, 2.744], [-3.977, 1.915, 1.392], [-3.169, 1.849, 0.356], [-3.553, 2.371, -0.846], [-4.519, 3.386, -0.977], [-4.827, 3.926, -2.210], [-4.199, 3.499, -3.364], [-3.236, 2.480, -3.302], [-2.562, 1.984, -4.438], [-1.670, 0.945, -4.296], [-1.484, 0.379, -3.044], [-2.086, 0.843, -1.955], [-2.924, 1.894, -2.040], [-4.818, 1.440, 3.600], [-3.312, 0.642, 6.524], [-1.333, 0.899, 5.093], [-5.016, 2.204, 1.214], [-4.999, 3.786, -0.095], [-5.574, 4.706, -2.266], [-4.438, 3.946, -4.318], [-2.769, 2.411, -5.408], [-1.129, 0.537, -5.134], [-0.816, -0.460, -2.921], [-5.805, 1.560, 3.182], [0.418, 0.449, 3.869], [-0.031, 1.380, 2.927], [1.053, 2.029, 2.336], [2.163, 1.441, 2.858], [3.495, 1.696, 2.610], [4.425, 0.921, 3.291], [4.031, -0.071, 4.176], [2.692, -0.319, 4.445], [1.773, 0.464, 3.782], [3.789, 2.462, 1.912], [5.478, 1.098, 3.124], [4.778, -0.674, 4.667], [2.379, -1.096, 5.124], [-2.741, -2.254, 3.709], [-2.109, -1.836, 2.746], [-2.502, -0.935, 1.951], [-0.725, -2.433, 2.476], [-0.444, -3.707, 2.943], [0.807, -4.288, 2.758], [1.760, -3.537, 2.116], [3.072, -3.844, 1.851], [3.526, -2.794, 1.024], [2.623, -1.718, 1.097], [1.485, -2.251, 1.647], [0.245, -1.685, 1.801], [-1.228, -4.239, 3.461], [1.019, -5.285, 3.104], [3.571, -3.161, -0.016], [4.520, -2.467, 1.357], [0.030, -0.686, 1.404], [-4.599, -0.983, -0.765], [-3.139, -1.946, -1.491], [-3.270, -2.549, -2.725], [-2.188, -3.279, -3.198], [-1.069, -3.409, -2.387], [-1.044, -2.758, -1.166], [-2.053, -1.998, -0.732], [-4.184, -2.433, -3.287], [-2.219, -3.726, -4.180], [-0.206, -3.973, -2.696], [-0.182, -2.833, -0.521], [6.757, 0.750, -4.434], [5.571, 0.237, -3.939], [4.390, 0.334, -4.679], [3.215, -0.194, -4.186], [3.203, -0.814, -2.948], [4.372, -0.957, -2.226], [5.553, -0.444, -2.720], [1.669, -1.496, -2.309], [1.993, -2.720, -1.614], [0.804, -1.664, -3.461], [0.947, -0.512, -1.251], [1.107, 0.770, -1.117], [2.412, 1.742, -1.836], [1.742, 3.154, -1.054], [0.646, 2.820, -0.344], [0.304, 1.507, -0.376], [6.659, 1.490, -5.111], [7.466, 0.927, -3.739], [4.405, 0.831, -5.639], [2.295, -0.123, -4.744], [4.337, -1.466, -1.277], [6.475, -0.558, -2.169], [2.213, 4.109, -1.176], [0.044, 3.495, 0.240]], "lowdin_charge": [1.349, 0.688, -0.695, -0.127, -0.001, -0.184, 0.175, -0.144, -0.154, -0.037, -0.269, -0.046, -0.109, -0.080, -0.166, -0.013, -0.045, -0.138, 0.010, -0.182, -0.085, 0.095, 0.116, 0.106, 0.092, 0.096, 0.094, 0.107, 0.102, 0.063, 0.102, 0.207, -0.741, 0.209, -0.173, 0.012, -0.097, -0.097, 0.014, -0.187, 0.116, 0.096, 0.097, 0.125, 0.035, -0.625, -0.143, -0.117, -0.019, 0.012, -0.200, 0.033, -0.187, 0.014, -0.204, 0.003, 0.114, 0.110, 0.112, 0.138, 0.065, 0.841, -0.745, -0.113, -0.047, -0.065, -0.134, -0.024, 0.097, 0.109, 0.104, 0.090, 0.094, -0.326, -0.032, -0.104, -0.353, -0.067, -0.025, 0.611, -0.307, -0.334, -0.115, -0.709, 1.055, -0.398, -0.258, -0.065, 0.088, 0.088, 0.110, 0.113, 0.101, 0.109, 0.046, 0.118], "relative_energy_kcal_mol": 6.9, "total_charge": -1, "multiplicity": 6, "lumo_ev": [1.97, 1.97], "homo_ev": [-2.5219, -4.8864], "homo_lumo_gap_ev": [4.495, 6.857]}



{"formula": "C44H31BiIN4O2PS3", "method": "ωB97M-V/def2-TZVPD", "elements": ["Bi", "O", "C", "C", "C", "C", "C", "C", "C", "N", "N", "C", "O", "C", "C", "C", "C", "C", "C", "H", "H", "H", "H", "H", "H", "H", "H", "H", "H", "I", "C", "C", "C", "C", "C", "C", "C", "C", "C", "P", "C", "C", "C", "C", "C", "C", "C", "C", "C", "C", "C", "C", "C", "H", "H", "H", "H", "H", "H", "H", "H", "H", "H", "H", "H", "H", "H", "H", "H", "S", "C", "S", "C", "N", "N", "C", "C", "C", "C", "C", "C", "S", "H", "H", "H", "H", "H"], "xyz": [[0.894, 1.102, 0.886], [3.092, 1.194, 1.233], [3.942, 1.910, 0.543], [5.256, 1.420, 0.382], [6.210, 2.119, -0.314], [5.904, 3.354, -0.898], [4.641, 3.864, -0.747], [3.634, 3.166, -0.046], [2.361, 3.807, 0.053], [1.238, 3.279, 0.420], [0.172, 4.116, 0.566], [-0.945, 3.507, 0.865], [-1.089, 2.228, 0.859], [-2.048, 4.361, 1.356], [-2.238, 5.660, 0.898], [-3.182, 6.471, 1.506], [-3.918, 6.000, 2.584], [-3.738, 4.700, 3.033], [-2.814, 3.875, 2.413], [5.478, 0.459, 0.828], [7.206, 1.709, -0.416], [6.650, 3.903, -1.456], [4.391, 4.823, -1.185], [2.311, 4.860, -0.217], [-1.641, 6.024, 0.074], [-3.338, 7.480, 1.148], [-4.621, 6.649, 3.090], [-4.305, 4.331, 3.877], [-2.646, 2.865, 2.763], [3.130, 1.231, -2.995], [2.888, -0.457, -4.258], [3.964, -0.638, -5.086], [3.965, -1.624, -6.082], [2.861, -2.398, -6.248], [1.733, -2.245, -5.411], [0.606, -3.052, -5.672], [-0.516, -2.952, -4.910], [-0.524, -2.075, -3.823], [0.543, -1.260, -3.513], [0.285, -0.317, -1.930], [-1.354, 0.421, -2.266], [-2.278, 0.649, -1.247], [-3.402, 1.426, -1.481], [-3.629, 1.968, -2.735], [-2.732, 1.721, -3.765], [-1.593, 0.970, -3.528], [-0.061, -1.780, -0.870], [-1.305, -2.368, -0.659], [-1.416, -3.495, 0.140], [-0.290, -4.054, 0.725], [0.954, -3.471, 0.526], [1.065, -2.332, -0.256], [1.718, -1.283, -4.340], [4.826, 0.006, -4.985], [4.829, -1.733, -6.724], [2.809, -3.137, -7.037], [0.656, -3.751, -6.497], [-1.392, -3.549, -5.120], [-1.406, -2.042, -3.200], [-2.123, 0.232, -0.263], [-4.096, 1.617, -0.673], [-4.503, 2.579, -2.918], [-2.916, 2.130, -4.750], [-0.882, 0.802, -4.327], [-2.195, -1.949, -1.112], [-2.386, -3.952, 0.292], [-0.380, -4.941, 1.336], [1.831, -3.903, 0.990], [2.037, -1.868, -0.405], [1.400, -4.399, 4.469], [0.780, -2.895, 4.243], [1.659, -1.523, 3.592], [0.190, -0.546, 3.718], [-0.816, -1.196, 4.168], [-0.500, -2.483, 4.477], [-1.506, -3.303, 5.070], [-2.721, -3.454, 4.421], [-3.703, -4.256, 4.981], [-3.474, -4.899, 6.187], [-2.259, -4.733, 6.836], [-1.270, -3.937, 6.281], [0.218, 1.156, 3.403], [-2.891, -2.950, 3.479], [-4.647, -4.381, 4.468], [-4.239, -5.528, 6.622], [-2.071, -5.222, 7.782], [-0.323, -3.816, 6.786]], "lowdin_charge": [1.636, -0.326, -0.411, -0.026, -0.078, -0.105, -0.075, -0.215, -0.058, -0.163, 0.072, -0.478, -0.301, -0.153, -0.031, -0.082, -0.089, -0.077, -0.021, 0.119, 0.107, 0.101, 0.114, 0.139, 0.110, 0.101, 0.101, 0.103, 0.106, 1.000, -0.595, -0.187, -0.076, -0.039, -0.160, -0.029, -0.054, -0.095, -0.295, 0.923, -0.386, -0.128, -0.072, -0.082, -0.079, -0.093, -0.420, -0.102, -0.071, -0.077, -0.089, -0.137, -0.178, 0.076, 0.108, 0.114, 0.115, 0.110, 0.096, 0.090, 0.111, 0.103, 0.104, 0.105, 0.098, 0.106, 0.106, 0.105, 0.104, 0.598, -1.109, 0.956, -1.104, 0.038, -0.156, -0.233, -0.016, -0.080, -0.087, -0.073, -0.044, 0.534, 0.112, 0.103, 0.102, 0.106, 0.104], "relative_energy_kcal_mol": 4.1, "total_charge": 0, "lumo_ev": -0.55, "homo_ev": -7.7303, "homo_lumo_gap_ev": 7.181}



Number 1: strongest force on any atom 2.01 eV/Å. Number 2: strongest force on any atom 0.96 eV/Å.